No. 1
The following is a quantum chemistry calculation of an isolated molecule of C11H10Cl2 at a distorted geometry, from the Open Molecules 2025 dataset.

Element x y z (Å)
C1 -2.6288 -1.7605 0.1775
C2 -2.4972 -0.9250 -0.9218
C3 -1.7205 -1.7860 1.2761
C4 -1.2454 -0.2655 -1.0265
C5 -0.5437 -1.0038 1.1385
C6 -0.2163 -0.3541 -0.0147
C7 0.4743 2.3995 1.3655
C8 0.9538 2.1241 0.1279
C9 1.6643 0.2033 -1.5789
C10 1.0525 0.4884 -0.2802
C11 2.4034 -0.1756 -0.3274
Cl1 2.5694 -1.8022 0.1214
Cl2 3.7443 0.8142 0.2524
H1 -3.3400 -2.4922 0.2479
H2 -3.3266 -0.6075 -1.5823
H3 -1.9234 -2.3484 2.1457
H4 -0.9065 0.1848 -1.8936
H5 0.2670 -1.1589 1.9978
H6 0.4102 3.4742 1.6064
H7 0.2243 1.6719 2.1303
H8 1.2099 2.8835 -0.6497
H9 1.2504 -0.6199 -2.0885
H10 2.1244 1.0556 -2.2238

## Properties
- energy above the lowest of the compared OMol25 structures with the same formula, charge and spin (eV) = 1.741
- E_LUMO (eV) = 0.83
- SMILES = C=C[C@@]1(c2ccccc2)CC1(Cl)Cl
- net charge = 0
- HOMO (eV) = -9.1
- Kohn-Sham gap (hartree) = 0.363

No. 2
The following is a quantum chemistry calculation of an isolated molecule of C2H4N3P at a distorted geometry, from the Open Molecules 2025 dataset.

Element x y z (Å)
C1 -0.9324 -0.7674 -0.6571
C2 -1.3144 1.2352 0.2064
N1 -0.2320 0.3713 -0.2144
N2 -2.1996 -0.6300 -0.6668
N3 -2.4081 0.5856 -0.1570
P1 1.9082 0.2601 -0.3707
H1 -0.5831 -1.7534 -0.9714
H2 -3.3649 1.0500 0.0614
H3 2.1040 0.0132 1.0753
H4 2.0863 1.7565 -0.3224

## Properties
- energy above the lowest of the compared OMol25 structures with the same formula, charge and spin (eV) = 3.079
- E_LUMO (eV) = -0.70
- net charge = 0
- HOMO (eV) = -8.4
- Kohn-Sham gap (hartree) = 0.284

No. 3
The following is a quantum chemistry calculation of a structure of composition C3H4ClF2NO4 at a distorted geometry, from the Open Molecules 2025 dataset.

Element x y z (Å)
C1 -0.1046 -0.6182 -0.5877
C2 -0.9381 -0.2090 0.5837
C3 -0.3204 0.8246 1.5438
N1 -2.3355 0.2075 0.2169
O1 -2.9873 0.8350 0.9947
O2 -2.5919 -0.0926 -0.9114
O3 1.0212 -1.4668 -0.2714
O4 -0.2075 2.0521 0.9973
F1 0.9814 0.4755 1.8503
F2 -0.9567 0.8510 2.7177
Cl1 -1.0551 -2.2701 1.7886
H1 0.1495 0.2841 -0.9667
H2 -0.6403 -1.2703 -1.2546
H3 1.4173 -1.1243 0.5404
H4 0.0305 2.5958 1.7237

## Properties
- energy above the lowest of the compared OMol25 structures with the same formula, charge and spin (eV) = 1.950
- E_LUMO (eV) = -2.76
- net charge = 0
- HOMO (eV) = -11.1
- Kohn-Sham gap (hartree) = 0.306

No. 4
The following is a quantum chemistry calculation of a structure of composition C36H48BeN5O4 at a distorted geometry, from the Open Molecules 2025 dataset.

Element x y z (Å)
Be1 3.6235 -4.0094 -2.6117
C1 -0.6544 0.6739 1.0745
C2 0.7178 0.8974 0.4592
O1 1.0927 -0.1308 -0.3803
H1 -1.3979 0.2504 0.3992
H2 -0.8896 1.6922 1.3841
H3 -0.6766 -0.0147 1.9192
H4 1.4015 1.1585 1.2670
H5 0.7680 1.8312 -0.1007
N1 0.7544 -3.3399 -7.1075
C3 1.0151 -3.9663 -8.2943
C4 0.4077 -3.7596 -9.5112
C5 -0.6191 -2.7795 -9.5332
C6 -0.9050 -2.0981 -8.3645
C7 -0.2159 -2.4278 -7.1666
H6 1.8108 -4.6869 -8.4128
H7 0.6376 -4.2086 -10.4662
H8 -1.1513 -2.6105 -10.4577
H9 -1.7422 -1.4174 -8.4093
H10 -0.4542 -1.9960 -6.2058
N2 2.7789 6.2010 -6.6841
C8 2.1830 5.1769 -6.0003
C9 1.7344 3.9860 -6.5821
C10 1.9744 3.8408 -7.9226
C11 2.6874 4.8285 -8.6240
C12 3.0667 5.9773 -7.9754
H11 2.0346 5.2801 -4.9355
H12 1.1632 3.2701 -6.0097
H13 1.3797 3.0414 -8.3395
H14 2.9780 4.7103 -9.6574
H15 3.6243 6.7813 -8.4327
N3 0.7471 7.5097 4.7334
C13 0.9216 8.2015 5.8841
C14 2.1712 8.4405 6.4621
C15 3.3037 7.8291 5.8915
C16 3.1568 7.0633 4.7991
C17 1.8916 7.0090 4.1584
H16 0.0105 8.4750 6.3956
H17 2.1754 9.0995 7.3177
H18 4.2508 8.1037 6.3319
H19 3.9509 6.4775 4.3602
H20 1.7662 6.3346 3.3242
N4 -0.6263 -6.9394 -2.2107
C18 -1.8001 -6.4173 -1.6373
C19 -3.0382 -7.0374 -1.8172
C20 -3.0276 -8.2778 -2.4169
C21 -1.8993 -8.8764 -2.8365
C22 -0.7261 -8.1636 -2.8002
H21 -1.6534 -5.6157 -0.9285
H22 -3.9192 -6.6448 -1.3313
H23 -3.9263 -8.8767 -2.4272
H24 -2.0767 -9.8797 -3.1947
H25 0.1430 -8.5690 -3.2970
N5 3.2744 -6.6189 1.7882
C23 2.5835 -6.1258 2.8728
C24 2.2502 -6.9734 3.9556
C25 2.7682 -8.2594 4.0266
C26 3.5636 -8.7378 3.0157
C27 3.8406 -7.8879 1.9378
H26 2.3139 -5.0807 2.8324
H27 1.8997 -6.4714 4.8453
H28 2.7363 -8.7927 4.9652
H29 4.1071 -9.6609 3.1535
H30 4.4121 -8.1998 1.0761
C28 -4.1273 3.0299 -2.2214
C29 -4.3141 1.9180 -3.2564
O2 -4.0818 2.0274 -4.4897
C30 -5.1174 0.7656 -2.7813
H31 -3.3248 3.7365 -2.4332
H32 -4.1183 2.7443 -1.1695
H33 -4.9865 3.6438 -2.4915
H34 -4.5027 0.1015 -2.1736
H35 -5.4970 0.1947 -3.6286
H36 -5.9466 1.3121 -2.3320
C31 -5.7377 2.1884 4.7724
C32 -5.8483 3.2197 5.9563
O3 -6.9721 3.5297 6.4186
C33 -4.6164 3.7895 6.4903
H37 -6.6346 2.1559 4.1538
H38 -5.4620 1.1668 5.0338
H39 -4.9346 2.4283 4.0756
H40 -4.9278 4.6156 7.1297
H41 -3.9731 4.3161 5.7853
H42 -4.0068 3.0553 7.0170
C34 2.8825 0.1474 6.7190
C35 2.9675 1.3491 7.5808
O4 2.0376 1.6968 8.3059
C36 4.2369 2.0658 7.6065
H43 3.2380 0.1793 5.6891
H44 1.8540 -0.1992 6.6185
H45 3.4122 -0.6691 7.2098
H46 4.1339 2.9374 8.2529
H47 4.5977 2.4739 6.6624
H48 5.0966 1.4912 7.9512

## Properties
- energy above the lowest of the compared OMol25 structures with the same formula, charge and spin (eV) = 8.861
- E_LUMO (eV) = -9.32
- net charge = +1
- HOMO (eV) = -11.0
- Kohn-Sham gap (hartree) = 0.063

No. 5
The following is a quantum chemistry calculation of a structure of composition C32H27IrN6O, from the Open Molecules 2025 dataset.

Element x y z (Å)
Ir1 0.2465 -0.3680 -0.1866
C1 0.0707 -2.6003 -3.8444
C2 -1.2426 -2.4941 -4.2985
C3 -2.0957 -1.6713 -3.6163
C4 -1.6690 -0.9720 -2.4740
N1 -0.3983 -1.1012 -2.0236
C5 0.4383 -1.8993 -2.7292
N2 -2.6277 -0.1505 -1.9339
C6 -2.5216 0.5055 -0.8414
N3 -1.4891 0.4986 0.0681
C7 -1.7014 1.5007 1.0093
N4 -0.9332 1.9106 1.9422
C8 0.2625 1.3410 2.3169
C9 0.8409 1.8837 3.4703
C10 1.9386 1.2925 4.0445
C11 2.4400 0.1270 3.4759
C12 1.8631 -0.3389 2.3209
N5 0.8314 0.2780 1.7086
C13 -3.0197 2.0976 0.7417
C14 -3.7121 3.0975 1.3977
C15 -4.9505 3.4529 0.8780
C16 -5.4645 2.8288 -0.2591
C17 -4.7576 1.8289 -0.9158
C18 -3.5306 1.4781 -0.3870
H1 0.8015 -3.2165 -4.3471
H2 -1.5767 -3.0356 -5.1730
H3 -3.1202 -1.5184 -3.9200
H4 1.4491 -1.9589 -2.3722
H5 0.3631 2.7532 3.8960
H6 2.3809 1.7072 4.9402
H7 3.2654 -0.4137 3.9150
H8 2.2090 -1.2478 1.8576
H9 -3.3011 3.5771 2.2754
H10 -5.5296 4.2290 1.3602
H11 -6.4316 3.1340 -0.6355
H12 -5.1431 1.3431 -1.8015
C19 4.0668 -2.5115 -0.4356
C20 4.9639 -1.4785 -0.6956
C21 4.4872 -0.1977 -0.8721
C22 3.1177 0.0510 -0.7877
N6 2.2658 -0.9598 -0.5200
C23 2.7283 -2.2104 -0.3496
C24 2.4747 1.3491 -1.0084
C25 3.1799 2.4889 -1.3944
C26 2.5004 3.6563 -1.6837
C27 1.1135 3.6766 -1.6063
C28 0.4104 2.5486 -1.2064
C29 1.0788 1.3693 -0.8834
H13 4.3967 -3.5304 -0.2948
H14 6.0253 -1.6770 -0.7616
H15 5.1667 0.6150 -1.0786
H16 1.9735 -2.9520 -0.1211
H17 4.2584 2.4710 -1.4812
H18 3.0446 4.5417 -1.9820
H19 0.5722 4.5794 -1.8589
H20 -0.6696 2.6076 -1.1652
C30 -0.1318 -3.5600 2.5268
C31 -0.7464 -2.4188 1.7384
C32 -2.1839 -2.7103 1.3237
O1 0.0216 -2.2051 0.5605
H21 -0.7378 -3.8009 3.4009
H22 0.8731 -3.3044 2.8687
H23 -0.0666 -4.4504 1.8988
H24 -0.7405 -1.5102 2.3555
H25 -2.2122 -3.5882 0.6763
H26 -2.6080 -1.8649 0.7798
H27 -2.8077 -2.9024 2.1976

## Properties
- energy above the lowest of the compared OMol25 structures with the same formula, charge and spin (eV) = 0.000
- E_LUMO (alpha / beta) (eV) = -3.54 / -4.75
- multiplicity = 2
- net charge = +1
- HOMO (alpha / beta) (eV) = -11.0 / -11.0
- Kohn-Sham gap (alpha / beta) (hartree) = 0.273 / 0.228

No. 6
The following is a quantum chemistry calculation of a cluster of 2 separate species, C7H17N2O3P in total at a distorted geometry, from the Open Molecules 2025 dataset.

Element x y z (Å)
C1 0.6537 1.2947 0.3738
C2 0.6286 -0.0211 0.1690
C3 0.7645 3.4320 1.5665
C4 0.9528 1.2698 2.8232
C5 -2.1996 -0.1367 -1.9935
C6 -1.2736 -2.3629 -2.5291
C7 0.1264 -0.4133 -1.7826
N1 0.7709 1.9306 1.6341
N2 -1.1081 -1.0390 -1.9921
O1 -0.5036 -2.2452 1.2339
O2 1.8362 -2.3332 0.1799
O3 1.5058 -1.4589 2.5172
P1 0.8893 -1.4178 1.1931
H1 0.2895 1.9483 -0.3837
H2 0.8235 3.6709 0.5197
H3 -0.0545 3.9930 1.9176
H4 1.5833 4.0031 2.0106
H5 1.9654 0.9236 3.0871
H6 0.5611 1.8958 3.5631
H7 0.2941 0.4008 2.7838
H8 -2.3421 0.2794 -2.9960
H9 -3.1148 -0.6485 -1.7394
H10 -2.0957 0.6995 -1.3320
H11 -2.2726 -2.6630 -2.2349
H12 -1.1671 -2.2111 -3.6227
H13 -0.5013 -2.8149 -2.0784
H14 0.9807 -0.8841 -2.1644
H15 0.1783 0.7018 -2.0340
H16 2.3647 -2.8835 0.7782
H17 -0.5361 -2.9100 0.5320

## Properties
- energy above the lowest of the compared OMol25 structures with the same formula, charge and spin (eV) = 1.684
- E_LUMO (eV) = 0.64
- net charge = 0
- HOMO (eV) = -7.8
- Kohn-Sham gap (hartree) = 0.310